1.
Molecular formula: C15H21N3O3S2
Method: DFT, ωB97M-V/def2-TZVPD

Each line ends with the Löwdin charge.
Positions of all 44 atoms, in Å:
C 1.116170 2.911830 -0.238610  -0.098
C 2.294720 2.265611 0.474635  -0.223
C 1.873867 1.069242 1.329582  -0.150
N 1.404284 -0.089793 0.586553  -0.047
C 0.101499 -0.416683 0.656239  -0.467
O -0.725210 0.300682 1.199506  0.054
C -0.346023 -1.786335 0.134305  -0.109
C -0.717023 -1.827981 -1.339120  -0.207
H -1.519270 -2.533818 -1.532838  0.090
H 0.127477 -2.045946 -1.990196  0.101
S -1.309401 -0.228565 -1.987518  0.710
O -1.992567 -0.511046 -3.223165  -0.298
O -0.176490 0.657834 -2.069807  -0.309
C -2.512732 0.479763 -0.864340  -0.225
C -2.567826 1.832580 -0.698149  -0.035
C -3.545691 2.431554 0.121383  -0.040
C -4.487894 1.685285 0.773372  0.002
C -4.458904 0.289961 0.611783  -0.339
N -5.274258 -0.613498 1.156469  -0.235
S -4.822522 -2.073550 0.677523  1.035
N -3.572205 -1.655882 -0.246161  -0.231
C -3.455798 -0.328169 -0.221117  -0.338
H -5.240101 2.130065 1.404835  0.117
H -3.540015 3.505134 0.231242  0.111
H -1.829972 2.439040 -1.198515  0.117
H 0.407065 -2.544501 0.350585  0.109
H -1.239629 -2.021765 0.716923  0.109
C 2.407403 -0.868668 -0.103109  -0.162
H 1.948380 -1.399351 -0.936390  0.113
H 3.135495 -0.174681 -0.529815  0.126
C 3.140794 -1.858702 0.812513  -0.231
C 4.119890 -2.712380 0.016880  -0.105
H 3.596749 -3.292805 -0.739887  0.072
H 4.854388 -2.084564 -0.481991  0.074
H 4.646190 -3.400535 0.673419  0.071
H 2.417986 -2.501567 1.319137  0.104
H 3.683576 -1.308885 1.583199  0.104
H 1.053010 1.371008 1.983682  0.123
H 2.719944 0.749436 1.947775  0.118
H 2.767296 2.989997 1.143181  0.108
H 3.042205 1.960466 -0.260300  0.097
H 0.679943 2.211610 -0.944775  0.034
H 0.353850 3.201191 0.481276  0.076
H 1.441349 3.797388 -0.780195  0.073

Cartesian forces (eV/Å) of the 3 atoms listed first:
C 0.1877 -0.0737 -0.0043
C -0.2435 -0.1076 0.0750
C 0.1246 0.3237 0.1711

***

2.
Molecular formula: C22H47F4IN2O18P5S
Method: DFT, ωB97M-V/def2-TZVPD

Values from the calculation:
total charge: +1

Each line ends with the Löwdin charge.
Positions of all 100 atoms, in Å:
C -1.963038 5.777625 -1.310398  0.173
C -1.232433 4.999015 -0.746052  -0.033
C -0.284155 4.128045 -0.055228  -0.477
F -0.345443 4.563577 1.235765  0.100
O 1.011390 4.399833 -0.480731  0.003
C 1.670685 3.537573 -1.376043  -0.350
P 1.679235 4.297390 -3.101656  0.202
O 2.763531 3.538525 -3.998940  -0.212
O 2.371349 5.744092 -2.833608  -0.179
S -0.022676 4.614501 -3.895797  0.430
C 1.383518 2.016862 -1.262595  -0.602
I 0.577125 1.093731 -3.105908  1.179
C 2.732294 1.257230 -1.086683  -0.238
O 3.355340 1.098398 -2.358434  -0.077
C 4.710094 1.058257 -2.303113  -0.782
F 5.199948 2.285489 -2.388206  0.187
F 5.174063 0.454488 -1.239284  0.212
F 5.131801 0.395786 -3.343434  0.222
N 0.405938 1.640605 -0.199078  -0.190
P 1.051391 1.130436 1.406908  1.085
C 2.570686 1.844247 2.122863  -0.363
C 2.948806 3.321679 1.878023  -0.115
C -0.133454 0.203022 2.452447  -0.385
C 0.386434 -0.000224 3.872484  -0.147
C -0.733973 2.658311 -0.019653  -0.148
C -1.926404 2.338850 -0.910076  -0.220
O -3.101749 2.779709 -0.245466  -0.112
N -4.135808 2.850607 -1.280327  0.023
O -4.671223 3.868583 -1.241519  0.132
H -2.559299 6.632963 -1.477239  0.061
H 2.724841 3.629349 -1.093890  0.116
H 3.465099 4.164083 -4.230401  0.100
H 3.100781 5.623920 -2.203206  0.085
H 2.560313 0.264476 -0.676952  0.116
H 3.389718 1.793208 -0.404688  0.105
H -0.086134 0.821354 -0.571314  0.081
H 3.426958 1.246349 1.817206  0.072
H 2.520022 1.703809 3.199864  0.084
H 3.551904 3.432905 0.981165  0.057
H 3.620588 3.607691 2.686546  0.084
H 2.120773 4.020237 1.918144  0.066
H -1.129886 0.645863 2.503661  0.078
H -0.272341 -0.785887 2.022681  0.076
H -0.346148 -0.642406 4.355829  0.087
H 1.325073 -0.543649 3.902762  0.055
H 0.404203 0.913817 4.459480  0.079
H -1.096729 2.459488 0.981519  0.132
H -1.825588 2.755014 -1.912095  0.086
H -2.032008 1.253814 -1.051681  0.119
C -1.875575 2.054462 -9.059333  -0.089
O -1.279201 3.004102 -8.175550  -0.220
P -0.426759 4.247501 -8.711640  0.344
O -0.919531 5.538220 -8.248300  -0.217
O -0.306103 4.070372 -10.277632  -0.215
C -1.314375 4.626808 -11.130539  -0.083
O 1.052538 3.891496 -8.274828  -0.199
C 1.263056 3.392552 -6.951266  -0.118
H -2.734924 2.499354 -9.561355  0.087
H -1.156306 1.688333 -9.791282  0.093
H -2.222306 1.215636 -8.460269  0.088
H -1.908142 5.379067 -10.612494  0.088
H -1.962521 3.827238 -11.489360  0.083
H -0.820711 5.085011 -11.983809  0.092
H 1.229769 2.300903 -6.974648  0.092
H 0.506797 3.769735 -6.254407  -0.001
H 2.245122 3.707018 -6.622373  0.075
C 4.134070 -5.097804 5.251973  -0.079
O 3.750848 -4.379429 4.075123  -0.216
P 2.239727 -4.305308 3.576117  0.341
O 1.742204 -2.936948 3.424625  -0.234
O 1.397021 -5.242794 4.520651  -0.210
C 0.832788 -4.714102 5.732224  -0.066
O 2.246132 -5.166176 2.250112  -0.204
C 3.320712 -4.988700 1.320998  -0.090
H 3.809068 -4.557861 6.141118  0.087
H 3.724787 -6.106929 5.249295  0.095
H 5.219021 -5.160249 5.262169  0.092
H 0.801226 -3.625292 5.722295  0.084
H 1.424539 -5.055850 6.580704  0.087
H -0.178975 -5.100700 5.834901  0.086
H 4.105313 -5.710928 1.542166  0.092
H 3.731249 -3.979573 1.364866  0.085
H 2.938542 -5.175344 0.320670  0.089
C -6.441021 -7.020190 6.085359  -0.084
O -5.027862 -6.995860 5.874681  -0.214
P -4.213749 -5.638463 5.685856  0.338
O -3.117921 -5.465929 6.635380  -0.229
O -5.280380 -4.470778 5.645027  -0.218
C -5.687987 -3.845905 6.868091  -0.085
O -3.779162 -5.686261 4.164724  -0.211
C -3.267823 -6.917051 3.639086  -0.089
H -6.674150 -6.677522 7.093616  0.087
H -6.961656 -6.411509 5.346899  0.093
H -6.772498 -8.050451 5.985557  0.092
H -4.985666 -4.047939 7.676099  0.087
H -6.679180 -4.206235 7.142368  0.084
H -5.741594 -2.773025 6.699269  0.090
H -4.088446 -7.486400 3.204182  0.090
H -2.777946 -7.512965 4.408889  0.090
H -2.547471 -6.679976 2.860338  0.088

Cartesian forces (eV/Å) of the 3 atoms listed first:
C 1.0827 -0.6828 1.6047
C -0.9768 0.7715 -1.2111
C -0.9759 0.6530 -0.3356

***

Computed values of HOMO-LUMO gap (unit: eV) for the preceding records, in sequence: 8.1 7.3.
Computed values of energy above the lowest of the compared OMol25 structures with the same formula, charge and spin (unit: kcal/mol) for the preceding records, in sequence: 38.0 14.6.
Computed values of HOMO energy (unit: eV) for the preceding records, in sequence: -8.98 -10.86.